{"formula": "C10H22BBr4NO5S", "method": "wB97M-V/def2-TZVPD", "elements": ["C", "C", "O", "B", "O", "C", "N", "C", "S", "C", "C", "C", "Br", "O", "C", "C", "O", "O", "H", "H", "H", "H", "H", "H", "H", "H", "H", "H", "H", "H", "H", "H", "H", "H", "H", "H", "H", "H", "H", "C", "Br", "Br", "Br", "H"], "xyz": [[-4.3907, 0.0072, -2.5721], [-4.5486, -0.1365, -1.0792], [-3.3483, -0.5281, -0.4112], [-2.4142, 0.4310, -0.1429], [-2.6509, 1.7804, -0.2880], [-1.0624, -0.0596, 0.5726], [-1.3967, -1.2621, 1.3503], [0.1167, -0.2922, -0.4094], [-0.5189, 0.0308, -2.1840], [0.6695, -1.7072, -0.4419], [1.2411, -2.3284, 0.8353], [2.4236, -3.2054, 0.5027], [1.7666, -1.1013, 2.2568], [1.1919, 0.5710, -0.2409], [0.9478, 1.9550, -0.3644], [1.6041, 2.5569, -1.6359], [2.5173, 1.6185, -2.1710], [2.4630, 1.6895, -3.5784], [-3.9005, -0.8746, -2.9603], [-5.3617, 0.0720, -3.0419], [-3.7888, 0.8656, -2.8471], [-5.0040, 0.7412, -0.6345], [-5.2490, -0.9506, -0.9318], [-2.8977, 2.0267, -1.1913], [-0.7829, 0.7562, 1.2440], [-2.3343, -1.2030, 1.7234], [-0.7855, -1.3694, 2.1519], [-0.7654, -1.2032, -2.6409], [-0.1251, -2.3538, -0.7879], [1.4235, -1.7250, -1.2182], [0.4988, -2.9790, 1.2598], [3.2273, -2.6442, 0.0447], [2.7972, -3.6797, 1.3999], [2.0818, -4.0086, -0.1394], [-0.1007, 2.2319, -0.3357], [1.4090, 2.4345, 0.4928], [0.8236, 2.6987, -2.3746], [2.1069, 3.4856, -1.4035], [1.6720, 1.1712, -3.8041], [4.0742, 1.2079, 5.2861], [2.3189, 1.8243, 4.7827], [4.9943, 0.3915, 3.8060], [5.1175, 2.6180, 6.0826], [3.9398, 0.4462, 6.0389]], "lumo_energy_ev": 0.1, "multiplicity": 1, "orbital_gap_ev": 9.21, "total_energy_ha": -11544.2250}